1.
The following is a DFT calculation (ωB97M-V with the def2-TZVPD basis set) of C25H41AuBrN2O2Si4 as an isolated structure.

The geometry in XYZ format:
```
76
Properties=species:S:1:pos:R:3:forces:R:3:lowdin_charge:R:1
Au 0.10177 -0.26111 -0.52833 -0.405 -0.352 0.184 0.533
O -0.48586 4.29442 -0.81675 0.149 0.017 -0.035 0.050
C -0.48509 4.96478 0.37326 -0.121 -0.017 -0.034 -0.275
C -0.67575 6.33860 0.32776 -0.004 -0.007 0.017 0.001
C -0.72669 7.06652 1.50375 0.020 -0.004 -0.006 -0.064
C -0.59592 6.43316 2.73313 0.002 -0.014 -0.014 -0.076
C -0.39442 5.06454 2.76865 0.060 0.023 -0.011 -0.022
C -0.32152 4.31694 1.59791 0.011 0.071 0.148 -0.119
C -0.07906 2.83563 1.67169 -0.195 -0.228 0.102 -0.328
O -1.21371 2.17054 1.09709 0.482 0.219 -0.296 -0.381
N 1.14619 2.52193 0.99559 0.227 0.020 0.100 0.013
N 1.77634 1.33405 1.00185 -0.094 0.119 -0.095 -0.019
C 1.54839 0.47147 1.91465 -0.027 0.065 0.034 -0.263
C 2.09956 -0.87921 1.81183 0.000 0.050 0.292 -0.629
Br 2.68114 -1.37883 0.06929 -0.048 -0.024 -0.189 0.828
C 2.08122 -1.74314 2.82424 0.055 -0.117 -0.007 -0.094
C 2.54590 -3.14068 2.84821 0.007 0.033 -0.029 -0.256
C 3.82131 -3.49258 2.41336 -0.017 -0.003 -0.045 -0.066
C 4.23460 -4.81482 2.45957 0.003 -0.014 -0.013 -0.066
C 3.37940 -5.79710 2.93761 0.001 0.020 -0.004 -0.073
C 2.11160 -5.45197 3.38550 -0.010 0.011 -0.008 -0.073
C 1.70066 -4.12933 3.35018 -0.001 -0.002 0.042 -0.039
H -0.49629 3.34385 -0.64792 -0.121 0.000 0.032 0.058
H -0.78940 6.81357 -0.63710 -0.011 0.007 -0.008 0.124
H -0.87402 8.13718 1.45896 -0.013 0.006 0.002 0.111
H -0.64781 7.00024 3.65154 0.003 0.007 0.006 0.106
H -0.28063 4.55893 3.72038 -0.007 -0.005 0.013 0.118
H -0.02226 2.54382 2.72349 0.017 -0.025 -0.005 0.129
H 1.54581 3.18987 0.35925 -0.067 -0.057 -0.108 0.147
H 0.93116 0.66170 2.79260 -0.057 -0.021 -0.033 0.123
H 1.66076 -1.36110 3.75251 -0.057 0.007 -0.032 0.133
H 4.49651 -2.72639 2.05531 0.016 -0.002 0.010 0.103
H 5.22936 -5.07702 2.12547 0.008 -0.004 0.004 0.110
H 3.70374 -6.82832 2.97129 0.006 -0.006 0.007 0.108
H 1.44620 -6.21257 3.77156 -0.003 -0.003 0.000 0.107
H 0.71520 -3.85904 3.71082 -0.013 0.008 0.015 0.107
C -2.04103 -1.79279 3.10380 -0.041 0.002 0.042 -0.215
Si -2.76719 -0.16230 2.49741 0.178 -0.230 -0.071 0.413
C -2.45986 1.15746 3.78878 0.005 0.051 0.009 -0.202
C -4.61737 -0.33463 2.24447 -0.009 0.010 -0.041 -0.206
Si -1.76643 0.68343 0.51100 -0.849 0.643 0.097 0.294
Si -3.32064 1.82202 -0.99394 0.353 -0.391 0.363 0.440
C -4.90599 0.99937 -1.56216 -0.043 -0.009 -0.091 -0.215
C -2.26071 2.16302 -2.50792 -0.062 0.229 -0.040 -0.211
C -3.77299 3.34622 -0.02135 -0.155 0.152 -0.154 -0.185
Si -2.50437 -1.91844 -1.32730 1.029 0.053 -0.305 0.668
C -1.55045 -3.11866 -0.31302 -0.073 -0.209 -0.059 -0.196
C -4.29960 -2.30446 -1.34898 -0.172 0.354 0.504 -0.154
C -1.85750 -1.47754 -2.99118 -0.118 -0.125 -0.142 -0.197
H -2.03292 -1.81676 4.19661 0.010 0.017 -0.006 0.038
H -1.01597 -1.92455 2.75359 0.069 -0.025 0.017 -0.001
H -2.62488 -2.65523 2.77896 -0.012 -0.023 -0.069 0.022
H -3.07950 0.95798 4.66669 0.017 -0.011 0.014 0.044
H -2.70517 2.15355 3.41826 -0.005 0.006 -0.009 0.035
H -1.41778 1.16497 4.11707 0.012 -0.001 -0.001 0.026
H -5.07720 -0.70112 3.16533 -0.024 -0.002 0.003 0.042
H -4.88373 -1.02935 1.44469 0.018 0.003 0.003 0.007
H -5.06647 0.63287 2.01054 -0.017 0.000 -0.011 0.030
H -4.70525 0.26104 -2.33863 -0.071 0.071 -0.028 0.000
H -5.56150 1.74987 -2.01059 0.030 0.061 0.022 0.047
H -5.45759 0.53063 -0.74562 -0.002 -0.027 -0.021 0.027
H -2.47289 1.42901 -3.28683 0.033 0.013 -0.015 0.014
H -1.18995 2.12424 -2.30116 0.020 -0.032 -0.026 0.007
H -2.47333 3.15311 -2.91688 0.000 -0.003 -0.024 0.045
H -4.56527 3.12884 0.69829 -0.003 -0.017 0.005 0.038
H -4.15104 4.10079 -0.71792 -0.042 0.016 0.053 0.049
H -2.92861 3.76849 0.51295 0.046 0.049 0.032 0.011
H -2.06985 -3.41534 0.59472 -0.056 -0.014 0.054 0.033
H -0.55002 -2.78444 -0.05879 0.048 -0.074 -0.030 -0.005
H -1.47440 -3.99891 -0.96725 0.008 -0.093 0.097 0.061
H -4.69144 -2.58160 -0.37094 0.005 -0.050 -0.016 0.043
H -4.33943 -3.19273 -1.99368 0.073 -0.029 -0.015 0.070
H -4.93397 -1.53814 -1.78027 -0.002 -0.123 -0.044 0.014
H -0.85115 -1.07277 -2.95912 0.033 -0.030 -0.057 0.009
H -2.50592 -0.78125 -3.52144 -0.013 -0.019 0.010 0.033
H -1.84737 -2.42176 -3.55166 -0.013 0.030 -0.087 0.058
```
Forces are in eV/Å.

The LUMO energy comes out at -0.1686 Ha. Its HOMO energy is -10.4477 eV. For the relative energy (zero: lowest compared OMol25 entry of this formula, charge and spin), the calculation gives 3.4 kJ/mol. The largest force on an atom comes out at 1.1 eV/A. Its net charge is +1.

***

2.
The following is a DFT calculation (ωB97M-V with the def2-TZVPD basis set) of one molecule with the formula C7H9N3OS.

The geometry in XYZ format:
```
21
Properties=species:S:1:pos:R:3:forces:R:3:nbo_charge:R:1
C -2.16803 0.91246 0.91145 -0.128 -0.142 -0.454 0.056
C -1.03498 0.59178 0.06747 0.808 -0.821 -0.777 -0.072
C -1.29136 -0.68170 -0.50151 -0.311 0.028 -0.867 -0.032
C 0.20673 1.32379 -0.31899 -2.647 3.475 1.090 0.384
C 3.43702 -0.06602 0.89608 -1.628 -0.842 -1.789 -0.525
C -2.55096 -1.14544 0.20079 -0.112 -0.599 -1.007 -0.304
C -0.60974 -1.34963 -1.49670 -0.296 -0.317 0.830 -0.362
N -3.10562 0.01143 0.82787 0.134 0.595 1.194 -0.346
N 0.08666 2.59133 -0.42466 0.585 2.854 0.014 -0.709
N 1.29909 0.67798 -0.62359 3.318 -4.029 0.173 -0.800
O 1.05575 -1.25274 1.20464 -1.579 -0.480 1.800 -0.927
S 1.92231 -0.82090 0.16439 1.865 1.392 -0.746 1.421
H -2.30560 1.75783 1.59135 0.224 -0.025 -0.627 0.217
H 3.84736 0.20415 1.82245 -0.495 0.384 1.580 0.207
H 4.16148 -0.38840 0.21570 1.460 -0.127 -1.094 0.163
H -3.30376 -1.79256 -0.31913 0.835 0.755 0.177 0.223
H -2.12707 -1.71033 1.01479 -0.120 -0.737 0.640 0.246
H -0.73098 -2.42317 -1.62745 -0.414 0.260 -0.195 0.201
H 0.17337 -0.89716 -2.07586 0.131 0.191 0.001 0.204
H 0.89892 3.32381 -0.62562 -1.698 -2.926 0.357 0.353
H 2.13940 1.13346 -0.90345 0.067 1.110 -0.301 0.402
```
Forces are in eV/Å.

The LUMO energy (spin up / spin down) comes out at -0.0627 / -0.0378 Ha. Its HOMO energy (spin up / spin down) is -7.7687 / -9.1680 eV. For the relative energy (zero: lowest compared OMol25 entry of this formula, charge and spin), the calculation gives 560.1 kJ/mol. The largest force on an atom comes out at 5.2 eV/A. Its net charge is 0.

***

3.
The following is a DFT calculation (ωB97M-V with the def2-TZVPD basis set) of a 2-piece molecular cluster, C21H28N4O5S overall.

The geometry in XYZ format:
```
59
Properties=species:S:1:pos:R:3:forces:R:3:nbo_charge:R:1
O 1.08283 -2.53310 -1.29609 -0.215 -0.220 0.212 -0.620
O -3.18093 7.99855 -1.19353 -0.310 0.291 -0.117 -0.627
O -0.12519 4.13351 1.32272 -0.468 0.208 -0.360 -0.622
O -2.02789 -8.28557 1.98733 1.246 1.568 -0.328 -0.939
O -0.06695 -8.33498 3.48275 0.100 0.967 -1.733 -0.922
C 1.81487 -3.43759 -0.91668 0.828 1.888 -1.241 0.626
C -2.50391 6.98996 -1.09269 0.385 1.356 -0.980 0.664
C -0.83418 5.07039 0.97528 0.647 -0.908 0.167 0.652
C -1.01078 -0.26455 0.03948 -0.267 0.760 -0.147 -0.232
C -2.27997 0.22337 0.39317 0.637 0.605 -0.419 -0.208
C -0.09882 0.56899 -0.62846 -0.795 0.406 0.212 -0.141
C -0.13497 -4.69919 0.01393 0.369 0.015 -0.031 -0.176
C 2.07796 -5.60832 0.35029 -0.725 -0.054 0.102 -0.196
C -2.63473 1.54862 0.08402 1.060 -0.454 -0.260 -0.218
C -0.44955 1.89574 -0.93265 -0.727 -0.858 0.566 -0.206
C -0.68914 -5.78036 0.70063 0.089 -0.157 0.114 -0.184
C 1.52542 -6.69179 1.04010 -0.001 -0.028 0.066 -0.179
C 1.25609 -4.59152 -0.17862 -0.027 -1.505 0.826 -0.038
C -1.71894 2.39051 -0.57564 0.225 -0.393 0.134 -0.020
C 0.14019 -6.78358 1.21401 -0.069 0.279 -0.070 -0.313
N -0.51065 6.33649 1.28119 -0.266 1.116 -0.290 -0.610
N 3.16550 -3.35232 -1.20786 -0.616 -1.437 0.488 -0.609
N -2.86888 6.04793 -0.21874 0.212 -1.548 1.295 -0.625
N -0.00802 -9.50127 1.30359 0.730 0.664 -0.360 -1.054
C -1.26403 6.84960 -1.95645 -0.071 -0.179 0.329 -0.720
C 0.69753 6.73955 1.99949 -0.215 -0.451 -0.034 -0.414
C 4.04690 -1.10479 -0.83839 0.045 0.204 -0.102 -0.613
C 3.78763 -2.20610 -1.86159 -0.197 0.338 0.311 -0.218
C -2.11444 3.80831 -0.94090 0.609 -0.424 0.096 -0.418
C -2.16589 4.82475 0.22000 -0.377 0.253 -0.376 -0.124
S -0.57523 -8.17902 2.12086 -1.526 -1.713 1.931 2.243
H -0.73430 -1.28283 0.27414 0.032 -0.023 -0.052 0.218
H -2.98347 -0.42241 0.89827 -0.060 -0.023 0.041 0.209
H 0.86995 0.18266 -0.91166 0.010 -0.043 -0.020 0.208
H -0.79778 -3.93150 -0.37811 0.269 -0.076 0.008 0.249
H 3.15642 -5.57256 0.24123 -0.130 -0.043 0.041 0.207
H -3.61385 1.91695 0.35140 -0.154 0.076 0.013 0.201
H 0.26148 2.53284 -1.43702 0.022 0.123 -0.036 0.205
H -1.76807 -5.83390 0.83653 0.244 -0.089 -0.004 0.251
H 2.17396 -7.46590 1.44683 -0.152 0.155 -0.096 0.243
H -1.15240 7.06055 0.99664 0.090 -0.053 0.114 0.403
H 3.76252 -4.09449 -0.86221 -0.094 0.400 -0.239 0.388
H -3.74583 6.24698 0.23745 0.038 0.130 -0.003 0.413
H -0.62536 -9.60772 0.51192 -0.029 -0.328 -0.277 0.393
H -0.12606 -10.26801 1.95056 0.080 -0.284 0.095 0.406
H -0.96823 7.83873 -2.30301 -0.170 -0.069 0.069 0.247
H -0.43906 6.40721 -1.40646 0.136 -0.196 -0.070 0.222
H -1.50538 6.23181 -2.81861 0.065 -0.083 -0.065 0.238
H 0.54300 6.62885 3.07403 0.138 0.023 0.005 0.202
H 0.93862 7.77951 1.77477 -0.163 -0.116 -0.042 0.206
H 1.53739 6.10789 1.70212 -0.170 0.022 0.026 0.224
H 4.51742 -0.24445 -1.32315 -0.029 -0.038 0.098 0.212
H 4.71230 -1.46617 -0.04887 -0.064 0.068 -0.070 0.202
H 3.10939 -0.77424 -0.38148 0.130 -0.071 -0.070 0.221
H 3.14625 -1.82571 -2.66520 -0.033 -0.271 0.240 0.221
H 4.73393 -2.51108 -2.31965 -0.215 -0.214 0.111 0.200
H -1.42345 4.16410 -1.70265 0.022 0.072 -0.078 0.213
H -3.10237 3.76041 -1.40195 -0.065 0.273 0.117 0.225
H -2.80890 4.37026 0.97363 -0.058 0.091 0.139 0.234
```
Forces are in eV/Å.

The LUMO energy comes out at -0.0167 Ha. Its HOMO energy is -8.6466 eV. For the relative energy (zero: lowest compared OMol25 entry of this formula, charge and spin), the calculation gives 198.7 kJ/mol. The largest force on an atom comes out at 3.0 eV/A. The SMILES is CNC(=O)[C@H](Cc1ccccc1)NC(C)=O.CCNC(=O)c1ccc(S(N)(=O)=O)cc1. Its net charge is 0.

***

4.
The following is a DFT calculation (ωB97M-V with the def2-TZVPD basis set) of one molecule with the formula Br3HOSi.

The geometry in XYZ format:
```
6
Properties=species:S:1:pos:R:3:forces:R:3:nbo_charge:R:1
O -1.22217 0.00034 -0.52518 -0.268 0.000 -0.552 -1.113
Si 0.29744 0.00000 -0.01774 0.315 0.000 0.208 1.396
Br 0.72406 1.79420 1.19624 0.017 -0.152 -0.081 -0.277
Br 1.48749 0.00131 -1.85606 0.048 0.000 0.136 -0.257
Br 0.72415 -1.79584 1.19376 0.017 0.152 -0.080 -0.277
H -2.01097 -0.00001 0.00898 -0.129 0.000 0.369 0.527
```
Forces are in eV/Å.

The LUMO energy comes out at 0.0068 Ha. Its HOMO energy is -10.7088 eV. For the relative energy (zero: lowest compared OMol25 entry of this formula, charge and spin), the calculation gives 0.0 kJ/mol. The largest force on an atom comes out at 0.6 eV/A. The SMILES is O[Si](Br)(Br)Br. Its net charge is 0.

***

no.,M (g mol⁻¹)
1,790.83
2,183.24
3,448.54
4,284.81